The following is a quantum chemistry calculation of C40H38Br4FN4O3S2Y as an isolated structure at a distorted geometry, from the Open Molecules 2025 dataset.

Each line ends with the Mulliken charge.
Geometry (Å):
Y: -0.52 -0.97 -0.91  0.386
Br: -0.03 -3.83 -7.43  -0.243
Br: -3.20 -5.06 -2.85  -0.227
Br: 0.95 -1.05 -5.91  -0.181
Br: -2.11 -5.87 -5.89  -0.251
S: 0.19 -1.95 2.31  0.910
S: 2.61 -1.45 -0.86  0.808
F: 0.70 -2.77 -0.99  -0.741
O: -0.07 -0.96 -3.08  -0.512
O: 1.74 -0.62 -0.01  -0.261
O: -1.90 -2.54 -1.87  -0.283
N: -0.71 -0.92 1.47  -0.264
N: -2.94 -0.46 -0.19  0.324
N: -0.49 1.25 -1.10  1.262
N: -2.56 1.85 -0.10  0.346
C: 1.78 2.29 -0.95  -1.346
C: -3.71 -1.49 0.18  -0.284
C: -0.81 3.41 -2.93  -0.834
C: -1.55 2.05 -1.09  0.315
C: 1.84 3.52 -0.09  3.778
C: -1.75 3.16 -1.89  -1.314
C: 2.53 6.13 -2.81  -0.714
C: 3.92 6.08 -2.94  -0.557
C: 4.62 5.20 -2.13  -0.653
C: 2.57 4.45 -1.05  0.246
C: -0.53 -1.98 -3.71  0.169
C: 0.71 1.76 -1.84  1.382
C: -0.64 -3.43 -5.68  0.290
C: -5.11 -0.13 1.54  -0.435
C: 1.88 5.34 -1.89  -0.496
C: -1.41 -3.83 1.04  -0.630
C: -1.34 -1.02 4.43  -0.135
C: 0.98 -1.49 4.95  -0.324
C: -2.52 -5.66 2.13  -0.610
C: -4.79 -1.39 1.04  -1.257
C: -0.47 -0.53 6.62  -0.380
C: -1.49 -2.85 -3.05  0.004
C: -1.93 -3.96 -3.75  -0.192
C: -0.93 -3.39 2.26  0.375
C: 0.79 -1.01 6.23  -0.562
C: -1.51 -4.28 -5.04  0.060
C: -1.53 -0.55 5.70  -0.726
C: -2.00 -5.24 3.34  -0.681
C: 3.22 -2.78 0.27  -1.182
C: -2.21 -4.96 0.97  -0.696
C: 3.96 4.41 -1.21  -0.477
C: 0.49 4.06 0.37  -2.137
C: -4.36 0.95 1.15  -1.006
C: 0.35 2.73 -2.94  -1.548
C: -0.08 -1.51 4.04  -0.172
C: -0.18 -2.29 -5.02  -0.261
C: 4.24 -0.54 -0.76  -1.249
C: -3.27 0.76 0.27  0.526
C: 2.67 3.24 1.17  -2.091
C: -1.20 -4.12 3.41  -0.653
H: 0.80 5.41 -1.82  0.244
H: -3.46 -2.44 -0.26  0.721
H: -0.61 -0.13 7.61  0.370
H: -5.95 0.00 2.22  0.395
H: 3.60 2.72 0.94  0.227
H: -5.37 -2.26 1.31  0.460
H: -4.60 1.95 1.49  0.386
H: 2.10 2.60 1.83  0.353
H: -1.04 4.13 -3.70  0.248
H: -2.66 3.74 -1.82  0.345
H: 4.00 -3.33 -0.23  0.469
H: 1.95 -1.85 4.64  0.435
H: -2.13 -1.03 3.69  0.435
H: 4.43 6.72 -3.64  0.354
H: -0.28 -0.01 1.56  -0.079
H: 0.63 5.02 0.88  0.432
H: 0.04 3.35 1.06  0.236
H: 5.06 -1.22 -0.94  0.495
H: 1.96 6.81 -3.44  0.362
H: -2.50 -0.19 6.01  0.401
H: -0.80 -3.80 4.37  0.420
H: -2.59 -5.29 0.02  0.274
H: 2.36 -3.41 0.47  0.222
H: 3.58 -2.33 1.19  0.317
H: -1.17 -3.28 0.14  1.261
H: -2.23 -5.79 4.25  0.375
H: 5.70 5.13 -2.22  0.357
H: -3.15 -6.54 2.08  0.396
H: 4.23 0.24 -1.52  0.321
H: 4.56 3.75 -0.59  0.195
H: 1.08 2.85 -3.73  0.493
H: 2.74 1.82 -1.04  -0.553
H: -0.20 4.19 -0.46  0.311
H: 2.91 4.18 1.69  0.421
H: -2.99 2.72 0.18  0.350
H: 1.17 0.88 -2.32  0.271
H: 1.60 -1.00 6.94  0.377
H: 4.32 -0.08 0.21  0.282

Its highest occupied orbital energy is 0.877 eV. As for the total energy: -13222.4921 a.u. The value obtained for the relative energy (zero: lowest compared OMol25 entry of this formula, charge and spin) is 315.4 kJ/mol. Its total charge is -2.